(1)
17
Properties=species:S:1:pos:R:3:forces:R:3 method="wB97M-V/def2-TZVPD" max_force_ev_per_a=2.95 e_lumo_ev=-0.165 e_above_lowest_kj_mol=551.1
C 0.404042 -0.006917 -0.118092 1.10 -1.82 -2.06
C -1.641098 1.744770 0.186858 0.26 0.27 -0.23
C 1.483549 -0.493041 0.809796 -0.18 0.06 0.23
C -0.935999 0.607302 0.874103 -1.76 -1.37 0.21
C 0.363943 -1.107620 -1.525386 1.52 0.41 0.65
O -0.921525 -0.694969 -0.208051 -0.85 2.07 1.89
N 0.816598 -2.260135 -1.544884 -0.58 0.19 -0.11
O -0.989346 0.351401 2.045812 0.72 0.17 -1.08
H 0.585182 0.865743 -0.741505 -0.24 0.16 0.29
H 1.043063 -2.727084 -0.672965 0.24 0.23 0.02
H 0.026812 -0.525014 -2.370920 -0.21 -0.06 0.06
H -1.385750 2.676238 0.696521 -0.01 -0.11 0.03
H -1.368378 1.833724 -0.861919 -0.05 -0.09 0.03
H -2.717947 1.592077 0.266230 0.10 -0.10 0.08
H 2.398113 -0.738656 0.264280 -0.09 0.03 -0.02
H 1.704539 0.263767 1.564225 0.03 -0.07 0.03
H 1.134203 -1.381588 1.335894 0.00 0.03 0.00

---

(2)
14
Properties=species:S:1:pos:R:3:forces:R:3 method="wB97M-V/def2-TZVPD" max_force_ev_per_a=0.56 e_lumo_ev=1.116 e_above_lowest_kj_mol=374.6
C 0.746121 1.190296 -1.480356 0.01 -0.07 -0.12
C 0.634547 -0.197633 -0.906812 0.26 0.33 0.08
C 0.863299 -0.121289 0.550813 0.05 -0.07 0.04
N -0.615324 0.066211 0.662490 0.27 -0.29 0.16
C -1.336226 -1.148845 1.061035 0.04 0.12 -0.09
H 1.784836 1.157929 -1.848037 -0.03 0.05 -0.04
H 0.111977 1.372181 -2.353981 0.13 -0.10 0.09
H 0.683105 2.047429 -0.787335 -0.01 -0.25 0.00
H -0.974928 0.339299 -0.252905 -0.37 0.42 0.07
H 1.412432 0.726543 0.989767 -0.16 -0.10 -0.17
H 1.166417 -1.055966 1.033533 -0.14 0.18 -0.11
H -1.317919 -1.903087 0.266570 -0.04 -0.03 0.21
H -0.870267 -1.549231 1.963181 -0.15 0.01 -0.08
H -2.366424 -0.856120 1.286912 0.12 -0.19 -0.03

---

(3)
33
Properties=species:S:1:pos:R:3:forces:R:3 method="wB97M-V/def2-TZVPD" max_force_ev_per_a=5.24 e_lumo_ev=0.502 smiles="CC(C)[C@H](NC(=O)[C@@H](N)CC(N)=O)C(=O)O" e_above_lowest_kj_mol=340.9
C 1.851099 -1.268799 0.340108 2.60 -1.28 0.83
C 1.039154 -0.522191 1.263244 -4.41 2.83 0.08
C 1.849332 -0.749331 -1.107104 0.20 0.56 1.59
C 2.384774 0.656406 -1.151838 0.34 2.49 0.14
C -1.640273 -0.349716 0.565696 0.09 0.21 1.79
C -2.063006 -1.187302 -0.651494 -2.99 -2.00 1.29
C -1.571794 1.140812 0.085197 0.53 -2.19 -2.90
C -2.835668 1.708838 -0.579026 0.30 0.40 0.70
C -1.159667 2.091930 1.097378 1.49 0.62 1.88
H 1.580408 -2.959338 1.477138 -0.19 -0.26 1.43
H 0.631777 -2.704494 0.145651 -0.94 -1.07 0.31
H 2.856300 -1.105465 0.777144 -0.10 -0.04 -0.60
H 0.929277 -0.716303 -1.588316 -2.16 0.13 -0.26
H 2.356808 -1.433700 -1.707983 1.58 -1.07 -0.82
H 4.187215 0.042906 -0.507427 1.40 -1.73 0.48
H 4.235515 1.756097 -0.880450 -2.06 -2.60 0.41
H -0.596579 -1.254144 2.349832 0.04 0.99 -1.86
H -2.568344 -0.436442 1.276924 1.94 -0.13 -1.12
H -0.827937 1.030848 -0.784610 -0.50 0.59 1.22
H -3.432017 2.262585 0.171292 -0.29 -0.91 -0.43
H -2.504890 2.477817 -1.238338 0.56 0.91 -0.46
H -3.345578 1.066514 -1.251377 -0.92 -0.85 -0.04
H -0.446745 2.758276 0.702921 2.31 0.08 -0.54
H -0.754739 1.600401 2.024638 -0.70 1.07 -0.72
H -1.818709 2.934512 1.144416 -1.61 -0.20 1.39
H -1.773033 -2.800604 -1.445135 -0.19 -0.33 -0.69
N 1.549486 -2.683674 0.538281 0.75 0.64 -3.26
N 3.674324 0.824108 -0.738475 0.62 3.42 -1.04
N -0.375712 -0.923868 1.368530 -2.18 -0.54 -0.03
O 1.349350 0.467456 1.856739 1.47 0.09 0.67
O 1.716886 1.651357 -1.439026 0.11 -1.43 -0.14
O -3.274832 -1.320368 -0.866287 2.40 0.61 -0.06
O -1.202175 -2.055132 -1.248247 0.52 1.01 0.74

---

(4)
79
Properties=species:S:1:pos:R:3:forces:R:3 method="wB97M-V/def2-TZVPD" s2=0.7576 multiplicity=2 max_force_ev_per_a=2.92 e_lumo_ev="-1.152 / -0.925" e_above_lowest_kj_mol=120.4
Re 1.196670 -0.108828 0.425866 -1.40 -2.21 0.31
O 3.181670 -0.190328 -0.279734 -1.98 1.25 1.53
C 3.703570 -1.142028 -0.959134 0.41 -1.44 -0.72
C 4.718070 -0.849528 -1.901834 -0.27 0.15 0.13
C 5.245370 -1.829128 -2.697834 -0.05 0.05 0.15
C 4.853870 -3.164828 -2.550534 -0.10 -0.28 -0.01
C 3.949870 -3.500228 -1.576234 0.11 -0.03 -0.09
C 3.352070 -2.520828 -0.768834 0.03 0.88 -0.20
C 2.640770 -2.865228 0.414166 -0.12 0.18 0.29
N 1.883570 -2.067128 1.108866 0.31 0.63 -0.98
C 1.829170 -2.285928 2.542066 0.02 0.22 0.60
C 2.506570 -1.042228 3.162666 0.17 -0.49 0.13
N 1.810070 0.090372 2.625766 -0.09 0.76 -1.02
C 1.686670 1.214972 3.217666 0.15 -0.01 0.55
C 0.789370 2.240072 2.784266 -0.54 0.07 -0.68
C 0.934770 3.539872 3.285866 -0.01 -0.07 0.00
C 0.042570 4.533872 2.967266 0.05 0.05 0.03
C -1.064330 4.221672 2.174866 0.14 0.02 0.16
C -1.255330 2.952772 1.691666 0.14 -0.67 0.10
C -0.307530 1.925472 1.912566 0.15 1.99 1.39
O -0.507730 0.756372 1.405766 1.23 -2.07 -1.65
H 5.007870 0.184472 -2.007934 0.02 0.11 -0.03
H 5.976370 -1.562328 -3.445634 0.09 0.01 -0.09
H 5.273670 -3.925228 -3.190934 0.03 -0.07 -0.02
H 3.671670 -4.532428 -1.421134 0.00 -0.15 0.01
H 2.897470 -3.835228 0.850166 -0.14 0.07 0.05
H 2.362470 -3.198028 2.829866 -0.08 0.07 -0.06
H 0.793170 -2.349328 2.877466 0.13 -0.02 0.00
H 3.554670 -1.015028 2.834266 -0.09 -0.07 0.10
H 2.466470 -1.069228 4.259066 0.02 -0.03 -0.14
H 2.229470 1.422072 4.148466 -0.04 -0.19 0.04
H 1.791170 3.746072 3.916766 0.00 0.06 0.06
H 0.190370 5.541472 3.326566 0.01 0.03 0.01
H -1.774830 4.995672 1.925166 -0.11 0.06 -0.01
H -2.116030 2.690272 1.094766 -0.08 0.09 -0.09
C 1.140270 -0.338828 -3.923134 0.11 -0.10 0.10
C 0.104870 -1.187128 -4.278034 0.04 -0.01 -0.09
C -0.630330 -1.803528 -3.288334 -0.02 -0.09 0.06
C -0.353730 -1.591328 -1.932034 0.36 0.27 -0.22
C 0.696370 -0.721128 -1.555634 0.05 0.82 0.34
C 1.424070 -0.122928 -2.587134 -0.06 0.03 -0.27
C -1.204830 -2.195428 -0.907234 -0.06 -0.07 0.17
C -2.228430 -3.131128 -1.228234 -0.18 -0.14 0.20
C -3.036930 -3.617828 -0.246534 0.23 0.10 -0.13
C -2.837330 -3.207028 1.088466 0.32 0.38 -0.03
C -3.624730 -3.668828 2.158566 0.00 -0.02 0.16
C -3.381430 -3.243628 3.434966 -0.18 -0.16 -0.16
C -2.358630 -2.314228 3.677266 0.09 0.10 -0.06
C -1.584130 -1.836628 2.656166 -0.06 0.12 0.11
C -1.786730 -2.279128 1.332566 -0.69 -0.59 0.54
N -1.003330 -1.822428 0.340466 1.36 1.01 -0.39
H 1.721770 0.169672 -4.676534 0.03 0.08 -0.12
H -0.134630 -1.357028 -5.318434 -0.04 -0.01 -0.04
H -1.447130 -2.439428 -3.593534 -0.05 -0.05 0.01
H 2.203670 0.583372 -2.346434 -0.02 0.01 -0.01
H -2.359930 -3.464628 -2.244734 -0.01 0.04 -0.01
H -3.830630 -4.319328 -0.467234 -0.01 -0.06 -0.06
H -4.421630 -4.366128 1.944966 -0.09 -0.09 0.02
H -3.983130 -3.605728 4.255466 -0.05 -0.02 0.04
H -2.210930 -1.961128 4.685966 0.11 0.09 0.10
H -0.839730 -1.073728 2.813966 0.04 0.10 0.08
C -5.013430 3.397272 -1.918734 0.07 -0.04 0.09
C -3.530230 3.300672 -1.710534 0.03 0.05 0.02
C -2.773230 4.446572 -1.491934 0.05 -0.11 0.00
C -1.406130 4.357572 -1.289334 -0.05 0.20 -0.05
C -0.792130 3.124072 -1.304934 0.52 -0.03 0.12
C -1.520330 1.973272 -1.521434 -0.14 -0.18 -0.09
C -2.888730 2.065472 -1.717134 0.07 0.05 0.01
S 0.974670 3.081472 -1.059634 0.32 0.56 -0.90
O 1.570970 2.875672 -2.358834 -0.10 -0.09 0.18
O 1.339070 4.303672 -0.387934 -0.18 -0.32 0.10
O 1.218970 1.909772 -0.148234 0.39 -0.87 0.43
H -5.305330 4.427172 -2.111034 -0.09 0.01 -0.06
H -5.539430 3.059172 -1.026234 -0.11 -0.03 0.03
H -5.329130 2.770272 -2.751034 -0.07 0.02 -0.04
H -3.264330 5.409972 -1.472234 0.00 0.09 -0.03
H -0.793430 5.225672 -1.109934 -0.02 0.19 0.06
H -1.022030 1.016372 -1.525234 -0.03 -0.10 -0.03
H -3.472230 1.168672 -1.873334 -0.02 -0.12 -0.04

---

(5)
9
Properties=species:S:1:pos:R:3:forces:R:3 method="wB97M-V/def2-TZVPD" max_force_ev_per_a=8.45 e_lumo_ev=-14.319 total_charge=+2
O 1.032440 -0.691591 1.837079 -0.23 0.82 -2.80
O -1.625412 0.139815 1.290299 1.02 0.73 -2.13
O 2.675552 0.292090 0.008509 -3.90 -0.77 -1.01
O -0.260706 2.212684 0.384298 -0.22 -1.84 -1.38
O 0.109189 -0.220033 -0.663767 1.91 0.95 0.14
P 1.262504 -0.269895 0.436547 6.71 -2.55 2.42
P -0.689506 0.715920 0.324218 -7.25 2.38 3.63
H 3.320479 -0.173668 0.545034 1.68 -0.29 0.82
H -1.061948 2.757271 0.600376 0.28 0.58 0.32

---

(6)
10
Properties=species:S:1:pos:R:3:forces:R:3 method="wB97M-V/def2-TZVPD" max_force_ev_per_a=4.32 e_lumo_ev=-0.521 smiles="[H]/N=C/C=N/C=O" e_above_lowest_kj_mol=357.7
C 0.640296 1.161061 -0.645314 0.52 2.45 0.90
C 0.669261 -0.225654 -0.704355 -1.85 -3.57 1.58
C -0.835154 -1.554585 0.883545 0.52 -0.84 -1.27
N -0.229243 1.573945 0.124296 -3.12 2.06 1.43
N -0.051149 -0.678568 0.240654 1.70 -2.06 -0.32
O -0.623115 -2.415332 1.708831 0.29 0.70 0.17
H 1.401653 1.755467 -0.967000 2.18 1.63 -1.61
H 1.153795 -0.790555 -1.469394 0.20 -0.62 -0.48
H -1.791201 -1.363416 0.415947 -1.22 -0.13 0.17
H -0.335142 2.537637 0.412790 0.77 0.37 -0.58

---

(7)
21
Properties=species:S:1:pos:R:3:forces:R:3 method="wB97M-V/def2-TZVPD" max_force_ev_per_a=2.62 e_lumo_ev=-0.987 e_above_lowest_kj_mol=41.0
C -2.202340 -0.853464 0.175902 1.42 0.07 -1.48
C 1.375654 0.447065 -0.309169 0.67 0.80 2.39
C -3.358666 -1.394739 0.911783 0.51 -1.83 -1.53
C 1.855483 1.893846 -0.463551 0.74 0.53 -0.30
C 2.370229 -0.554061 -0.775521 2.03 0.40 -0.86
N -1.733479 -1.574452 -0.900161 -0.11 0.78 0.24
N 0.034074 0.163349 -0.663043 -0.46 -1.18 -1.24
N -0.162895 0.596373 1.932767 1.22 -1.26 0.79
P 1.383390 0.370174 1.674514 -0.72 0.51 -0.45
P -0.414882 -1.242573 -1.760298 -0.69 0.56 1.50
P -1.075098 0.397418 0.554904 0.17 1.66 -1.39
H -2.920061 -2.262732 1.479270 -1.30 0.10 -0.81
H -4.163672 -1.554854 0.121903 0.87 -0.55 1.42
H -3.721269 -0.770023 1.641048 -0.96 1.79 1.65
H 2.388377 2.275138 0.450613 -0.12 -0.37 -0.72
H 1.032741 2.585707 -0.606428 -0.20 0.01 -0.14
H 2.561444 1.983379 -1.325950 -0.51 0.03 0.62
H 2.497911 -0.499799 -1.910339 -0.33 -0.64 1.42
H 2.091317 -1.495160 -0.325968 -0.01 -0.75 -0.77
H 3.403846 -0.346161 -0.358683 -1.09 0.09 -0.38
H -1.242104 1.835569 0.456407 -1.13 -0.72 0.04

---

(8)
17
Properties=species:S:1:pos:R:3:forces:R:3 method="wB97M-V/def2-TZVPD" max_force_ev_per_a=4.93 e_lumo_ev=-3.946 total_charge=+1 e_above_lowest_kj_mol=238.9
C 0.574884 3.241350 -0.300094 0.44 -0.69 -0.77
N 1.262990 1.727971 -0.198812 3.13 2.00 -1.03
H 1.324894 3.980698 0.239056 -1.63 -1.67 -1.48
H 0.452851 3.327379 -1.461385 0.51 0.37 2.39
H -0.486705 3.303920 0.155941 2.02 -0.64 -0.46
H 1.421774 1.374531 0.765822 0.53 0.82 -0.39
H 2.306337 1.694665 -0.859158 -4.02 0.16 2.84
H 0.727438 0.939987 -0.508486 -0.92 -0.36 -1.04
C -2.057473 -0.607418 0.001549 -1.91 -0.41 2.64
C -1.165790 -1.811709 0.273183 -0.27 0.84 -0.03
S 0.612031 -1.472043 0.109274 1.02 -0.50 1.56
H -1.718674 -0.120938 -0.869553 -0.17 0.69 -1.34
H -2.026335 0.141085 0.874541 -0.17 -1.04 -1.22
H -3.169654 -1.048650 -0.073198 2.48 1.36 -0.11
H -1.465699 -2.200570 1.268628 0.55 -0.56 -1.07
H -1.199381 -2.350800 -0.653001 -1.18 -1.59 0.39
H 1.090010 -2.517748 0.916254 -0.41 1.21 -0.87

---

M
In order: 115.132 71.123 231.252 827.956 143.959 84.078 205.078 94.203
Unit: g mol⁻¹
E
In order: -400.96684 -212.40849 -818.29569 -2483.60048 -1059.26560 -301.35098 -1384.76725 -574.10193
Unit: Ha